## a
Density functional theory data (ωB97M-V/def2-TZVPD) for 2 unconnected molecules or ions with the total composition C4H13N3S.

Kohn-Sham gap = 8.74 eV
SMILES = [H]/N=C\NC.NCCS
highest occupied orbital energy = -0.29282 hartree
multiplicity = 1
LUMO = 0.769 eV

Atoms and positions in Å:
1 H -0.741 2.312 -1.854
2 N -1.041 1.532 -1.278
3 C -0.543 1.669 -0.089
4 N 0.588 2.319 0.222
5 C 1.141 2.293 1.580
6 H -0.906 0.968 0.663
7 H 1.216 2.531 -0.530
8 H 2.016 2.939 1.558
9 H 1.505 1.288 1.819
10 H 0.386 2.630 2.282
11 N 1.148 -1.639 -0.062
12 C -0.002 -2.525 0.180
13 C -1.312 -1.936 -0.334
14 S -1.226 -1.332 -2.052
15 H 0.945 -0.984 -0.815
16 H 1.888 -2.192 -0.475
17 H 0.145 -3.496 -0.305
18 H -0.055 -2.710 1.256
19 H -1.625 -1.107 0.315
20 H -2.105 -2.676 -0.281
21 H -1.419 0.118 -1.799



## b
Density functional theory data (ωB97M-V/def2-TZVPD) for 2 unconnected molecules or ions with the total composition C4H13N3S.

Kohn-Sham gap = 9.38 eV
SMILES = C/N=C\N.NCCS
highest occupied orbital energy = -0.31941 hartree
multiplicity = 1
LUMO = 0.690 eV

Atoms and positions in Å:
1 C 2.101 -0.501 1.835
2 N 0.960 0.247 1.308
3 C 0.148 0.691 2.157
4 N 0.337 0.676 3.580
5 H 2.872 0.212 2.129
6 H 2.475 -1.163 1.059
7 H 1.873 -1.088 2.723
8 H -0.754 1.226 1.851
9 H 0.244 1.626 3.925
10 H -0.372 0.139 4.066
11 N 0.186 1.904 -1.244
12 C -0.797 0.842 -1.360
13 C -0.131 -0.400 -1.910
14 S -1.399 -1.705 -2.124
15 H -0.190 2.806 -0.994
16 H 0.906 1.646 -0.587
17 H -1.610 1.100 -2.042
18 H -1.278 0.617 -0.397
19 H 0.303 -0.188 -2.882
20 H 0.640 -0.764 -1.239
21 H -0.697 -2.470 -2.970



The most stable of them is b.



## a
Density functional theory data (ωB97M-V/def2-TZVPD) for 3 unconnected molecules or ions with the total composition C6H18O3.

Kohn-Sham gap (spin up / spin down) = 10.62 / 3.18 eV
⟨S²⟩ = 0.75
total charge = +1
highest occupied orbital energy (spin up / spin down) = -0.50343 / -0.48892 hartree
multiplicity = 2
LUMO (spin up / spin down) = -3.078 / -10.120 eV

Atoms and positions in Å:
1 C 22.108 6.996 -5.049
2 C 21.265 7.931 -5.867
3 O 20.495 7.199 -6.811
4 H 22.959 7.549 -4.653
5 H 22.694 6.238 -5.568
6 H 21.604 6.531 -4.202
7 H 21.883 8.689 -6.349
8 H 20.587 8.445 -5.187
9 H 20.075 7.908 -7.304
10 C 22.200 11.424 -4.607
11 C 23.555 10.957 -4.178
12 O 23.344 10.058 -3.068
13 H 21.605 10.534 -4.815
14 H 22.259 12.105 -5.456
15 H 21.789 11.992 -3.773
16 H 24.194 11.809 -3.949
17 H 24.050 10.506 -5.038
18 H 23.947 9.311 -3.071
19 C 25.795 6.360 -3.845
20 C 25.774 7.053 -2.470
21 O 24.454 7.405 -2.102
22 H 25.269 5.405 -3.834
23 H 26.853 6.123 -3.959
24 H 25.508 6.957 -4.710
25 H 26.536 7.830 -2.524
26 H 26.198 6.450 -1.667
27 H 23.971 6.595 -1.920



## b
Density functional theory data (ωB97M-V/def2-TZVPD) for 4 unconnected molecules or ions with the total composition C6H18O3.

Kohn-Sham gap (spin up / spin down) = 8.91 / 5.19 eV
⟨S²⟩ = 0.75
total charge = +1
highest occupied orbital energy (spin up / spin down) = -0.50707 / -0.50704 hartree
multiplicity = 2
LUMO (spin up / spin down) = -4.890 / -8.602 eV

Atoms and positions in Å:
1 C -0.737 3.104 0.909
2 C -0.002 1.743 0.778
3 C 0.001 0.909 2.115
4 C 0.121 -0.506 1.588
5 C -1.055 -1.207 1.400
6 C 1.342 -1.198 1.118
7 H -1.597 3.264 0.266
8 H -0.190 4.026 0.961
9 H -1.347 2.938 1.836
10 H -0.358 1.109 -0.062
11 H 1.066 1.779 0.654
12 H 0.818 1.046 2.837
13 H -0.974 1.209 2.576
14 H -1.000 -2.032 0.641
15 H -2.093 -0.833 1.489
16 H 2.042 -1.104 1.949
17 H 1.467 -2.333 1.144
18 H 1.732 -0.847 0.137
19 H -0.761 -0.910 -2.658
20 H -0.695 0.201 -3.612
21 O -1.357 -0.378 -3.212
22 H -0.363 -3.136 -0.981
23 H -1.088 -1.934 -0.616
24 O -1.059 -2.551 -1.392
25 H 3.291 0.392 -1.874
26 H 2.017 1.121 -1.435
27 O 2.355 0.256 -1.691



The most stable of them is a.



## a
Density functional theory data (ωB97M-V/def2-TZVPD) for C3H6N2O2 in the gas phase.

Kohn-Sham gap = 10.09 eV
SMILES = C=C[C@H](N)[N+](=O)[O-]
highest occupied orbital energy = -0.37186 hartree
multiplicity = 1
LUMO = -0.032 eV

Atoms and positions in Å:
1 C 0.610 -1.457 0.266
2 C -0.116 -0.430 0.628
3 C -1.059 0.191 -0.349
4 N -0.558 1.841 -0.616
5 N -2.403 0.376 0.098
6 O -3.370 0.179 -0.594
7 O -2.530 0.691 1.255
8 H 1.313 -1.748 1.098
9 H 0.412 -1.891 -0.707
10 H -0.247 -0.045 1.621
11 H -1.077 0.078 -1.367
12 H -0.921 2.420 0.148
13 H 0.421 1.754 -0.657



## b
Density functional theory data (ωB97M-V/def2-TZVPD) for C3H6N2O2 in the gas phase.

Kohn-Sham gap = 10.53 eV
SMILES = [H]/N=C/OCC(N)=O
highest occupied orbital energy = -0.35709 hartree
multiplicity = 1
LUMO = 0.810 eV

Atoms and positions in Å:
1 H 1.797 1.011 -1.813
2 N 1.202 0.494 -1.172
3 C 1.656 0.586 0.008
4 O 1.089 0.060 1.092
5 C -0.069 -0.778 0.978
6 C -1.358 -0.104 0.469
7 N -1.568 -0.187 -0.875
8 O -2.161 0.359 1.259
9 H 2.570 1.107 0.303
10 H 0.174 -1.662 0.380
11 H -0.274 -1.064 2.009
12 H -2.364 0.334 -1.214
13 H -0.731 -0.178 -1.452



The most stable of them is b.



## a
Density functional theory data (ωB97M-V/def2-TZVPD) for C3H6N2O2 in the gas phase.

Kohn-Sham gap = 10.82 eV
SMILES = [H]/N=C(\NC=O)OC
highest occupied orbital energy = -0.36646 hartree
multiplicity = 1
LUMO = 0.849 eV

Atoms and positions in Å:
1 H -1.760 0.308 -0.006
2 N -0.992 -0.249 -0.292
3 C 0.203 0.039 0.013
4 N 0.666 1.110 0.795
5 C -0.185 2.053 1.351
6 O 0.182 2.983 2.028
7 O 1.089 -0.813 -0.492
8 C 0.196 -1.928 -1.256
9 H 1.652 1.239 0.989
10 H -1.244 1.871 1.110
11 H 0.985 -2.203 -1.923
12 H -0.739 -1.757 -1.838
13 H -0.053 -2.653 -0.481



## b
Density functional theory data (ωB97M-V/def2-TZVPD) for a molecular structure, C3H6N2O2.

Kohn-Sham gap = 9.71 eV
highest occupied orbital energy = -0.32934 hartree
multiplicity = 1
LUMO = 0.753 eV

Atoms and positions in Å:
1 N 0.564 1.510 0.179
2 C 0.412 0.727 1.279
3 O 0.843 1.009 2.382
4 C -0.371 -0.562 1.043
5 O 0.300 -1.498 0.163
6 C 0.016 -1.638 -1.105
7 N -0.539 -0.476 -1.668
8 H 0.976 2.421 0.316
9 H 0.013 1.325 -0.648
10 H -1.368 -0.344 0.646
11 H -0.436 -1.088 1.994
12 H 0.525 -0.655 -2.006
13 H -0.936 -0.733 -2.576



The most stable of them is a.



## a
Density functional theory data (ωB97M-V/def2-TZVPD) for a molecular structure, C3H6N2O2.

Kohn-Sham gap = 9.47 eV
highest occupied orbital energy = -0.32521 hartree
multiplicity = 1
LUMO = 0.620 eV

Atoms and positions in Å:
1 N -2.176 -0.226 -0.300
2 C -0.862 -0.061 -0.200
3 O -0.383 1.019 -0.549
4 C 0.051 -1.062 0.496
5 O 0.863 -0.150 1.176
6 C 1.391 0.865 0.133
7 N 2.078 0.529 -0.873
8 H -2.680 0.598 -0.593
9 H -2.649 -1.023 0.079
10 H 0.648 -1.669 -0.199
11 H -0.543 -1.757 1.118
12 H 1.382 1.801 0.685
13 H 2.881 1.136 -0.973



## b
Density functional theory data (ωB97M-V/def2-TZVPD) for C3H6N2O2 in the gas phase.

Kohn-Sham gap = 10.56 eV
SMILES = [H]/N=C/OCC(N)=O
highest occupied orbital energy = -0.35935 hartree
multiplicity = 1
LUMO = 0.779 eV

Atoms and positions in Å:
1 H 1.669 0.648 -2.130
2 N 1.081 0.310 -1.372
3 C 1.724 0.316 -0.277
4 O 1.228 -0.046 0.912
5 C -0.001 -0.788 0.994
6 C -1.347 -0.152 0.671
7 N -1.485 0.796 -0.275
8 O -2.268 -0.562 1.362
9 H 2.768 0.632 -0.175
10 H 0.125 -1.728 0.449
11 H -0.241 -1.027 2.034
12 H -2.433 1.114 -0.406
13 H -0.789 0.865 -1.010



## c
Density functional theory data (ωB97M-V/def2-TZVPD) for C3H6N2O2 in the gas phase.

Kohn-Sham gap = 8.46 eV
highest occupied orbital energy = -0.29434 hartree
multiplicity = 1
LUMO = 0.451 eV

Atoms and positions in Å:
1 N 0.933 1.121 1.511
2 C 0.295 0.444 0.578
3 O 0.873 0.432 -0.582
4 C -0.913 -0.451 0.807
5 O -0.519 -1.589 0.241
6 C 0.305 -0.437 -1.571
7 N -0.536 0.086 -2.340
8 H 1.824 1.559 1.320
9 H 0.561 1.157 2.448
10 H -1.801 0.069 0.367
11 H -1.091 -0.460 1.912
12 H 0.874 -1.357 -1.625
13 H -0.805 -0.576 -3.066



## d
Density functional theory data (ωB97M-V/def2-TZVPD) for C3H6N2O2 in the gas phase.

Kohn-Sham gap = 10.53 eV
SMILES = CO[C@]12NO[C@H]1N2
highest occupied orbital energy = -0.34984 hartree
multiplicity = 1
LUMO = 1.006 eV

Atoms and positions in Å:
1 C -1.651 -0.418 -0.788
2 O -1.261 -0.044 0.529
3 C 0.065 0.154 0.672
4 N 0.788 1.062 -0.230
5 O 2.024 0.332 0.031
6 C 1.315 -0.618 0.810
7 N 0.677 -0.004 1.954
8 H -2.664 -0.815 -0.704
9 H -0.982 -1.188 -1.188
10 H -1.644 0.446 -1.460
11 H 0.911 1.993 0.177
12 H 1.659 -1.645 0.817
13 H 1.166 0.813 2.319



The most stable of them is b.



## a
Density functional theory data (ωB97M-V/def2-TZVPD) for C3H6N2O2 in the gas phase.

Kohn-Sham gap = 10.85 eV
SMILES = [H]/N=C/OCC(N)=O
highest occupied orbital energy = -0.36316 hartree
multiplicity = 1
LUMO = 0.968 eV

Atoms and positions in Å:
1 H -2.332 -0.711 -1.355
2 N -1.502 -0.278 -0.964
3 C -1.815 0.446 0.025
4 O -0.905 1.122 0.735
5 C 0.437 0.942 0.324
6 C 0.916 -0.482 0.606
7 N 1.887 -0.923 -0.252
8 O 0.528 -1.104 1.572
9 H -2.811 0.635 0.439
10 H 0.543 1.208 -0.733
11 H 1.025 1.625 0.943
12 H 2.148 -1.892 -0.133
13 H 1.881 -0.588 -1.205



## b
Density functional theory data (ωB97M-V/def2-TZVPD) for C3H6N2O2 in the gas phase.

Kohn-Sham gap = 8.56 eV
SMILES = [H]/N=C/O/C=C(\N)O
highest occupied orbital energy = -0.28413 hartree
multiplicity = 1
LUMO = 0.831 eV

Atoms and positions in Å:
1 H 3.158 -0.562 -1.210
2 N 2.275 -0.726 -0.762
3 C 1.863 0.460 -0.620
4 O 0.708 0.598 -0.030
5 C -0.032 -0.463 0.457
6 C -1.335 -0.192 0.450
7 N -1.912 0.801 -0.259
8 O -2.200 -0.903 1.182
9 H 2.461 1.311 -0.981
10 H 0.408 -1.433 0.579
11 H -2.700 1.200 0.220
12 H -1.233 1.387 -0.723
13 H -1.546 -1.448 1.675



## c
Density functional theory data (ωB97M-V/def2-TZVPD) for C3H6N2O2 in the gas phase.

Kohn-Sham gap = 10.69 eV
SMILES = [H]/N=C(/NC=O)OC
highest occupied orbital energy = -0.36866 hartree
multiplicity = 1
LUMO = 0.658 eV

Atoms and positions in Å:
1 H 0.394 0.159 -2.008
2 N 0.958 0.124 -1.161
3 C 0.244 0.020 -0.124
4 N 0.739 -0.052 1.179
5 C 1.992 -0.060 1.781
6 O 2.057 -0.136 2.988
7 O -1.114 -0.042 -0.017
8 C -1.885 0.018 -1.208
9 H 0.021 -0.121 1.888
10 H 2.915 -0.001 1.191
11 H -2.928 -0.052 -0.893
12 H -1.658 -0.821 -1.877
13 H -1.735 0.966 -1.738



## d
Density functional theory data (ωB97M-V/def2-TZVPD) for C3H6N2O2 in the gas phase.

Kohn-Sham gap = 10.63 eV
SMILES = NCC(=O)NC=O
highest occupied orbital energy = -0.37061 hartree
multiplicity = 1
LUMO = 0.546 eV

Atoms and positions in Å:
1 N 0.059 1.620 -1.675
2 C 0.283 0.777 -0.471
3 C -0.468 -0.608 -0.436
4 O -0.960 -0.942 -1.478
5 N -0.339 -1.399 0.711
6 C 0.508 -0.960 1.738
7 O 0.517 -1.604 2.762
8 H -0.225 1.028 -2.455
9 H -0.795 2.128 -1.447
10 H 0.169 1.413 0.395
11 H 1.330 0.479 -0.537
12 H -1.040 -1.956 1.187
13 H 0.961 0.022 1.705



The most stable of them is a.